Entry 1:
{"formula": "C18H10F2N3O2S", "method": "wB97M-V/def2-TZVPD", "multiplicity": 1, "charge": -1, "e_above_lowest_kj_mol": 1.8, "e_homo_ev": -3.0, "symbols": ["C", "C", "N", "C", "C", "C", "C", "C", "N", "C", "C", "H", "H", "H", "H", "H", "F", "C", "F", "S", "N", "C", "O", "C", "C", "C", "C", "C", "C", "C", "O", "H", "H", "H", "H", "H"], "xyz": [[-0.356, 0.182, -2.676], [-0.865, -0.942, -2.188], [-1.383, -1.930, -1.777], [-1.153, 1.146, -3.328], [-0.585, 2.324, -3.843], [-1.358, 3.258, -4.476], [-2.732, 3.069, -4.626], [-3.508, 4.029, -5.273], [-4.151, 4.834, -5.816], [-3.308, 1.903, -4.118], [-2.540, 0.964, -3.486], [0.700, 0.368, -2.575], [0.472, 2.483, -3.734], [-0.911, 4.157, -4.866], [-4.368, 1.754, -4.230], [-2.994, 0.069, -3.100], [0.273, 2.924, 0.890], [0.656, 1.811, 1.519], [1.125, 2.034, 2.748], [-0.675, 0.613, 1.558], [0.273, -0.557, 2.292], [0.274, -0.773, 3.662], [-0.393, -0.208, 4.502], [1.244, -1.856, 3.886], [1.736, -2.266, 2.649], [2.605, -3.338, 2.561], [2.995, -3.967, 3.727], [2.525, -3.538, 4.959], [1.637, -2.486, 5.051], [1.146, -1.400, 1.613], [1.392, -1.394, 0.427], [1.477, 1.377, 0.933], [2.942, -3.680, 1.597], [3.693, -4.789, 3.682], [2.871, -4.021, 5.860], [1.246, -2.153, 5.998]], "forces_ev_per_a": [[1.169, 2.803, -1.180], [-2.359, -4.718, 2.007], [1.031, 1.844, -0.701], [0.595, -0.870, 0.572], [-0.182, 0.494, -0.289], [0.325, -0.021, 0.078], [0.276, -0.334, 0.230], [-1.233, 1.525, -1.036], [0.536, -0.680, 0.460], [0.062, -0.238, 0.142], [-0.547, 0.231, -0.221], [0.232, 0.004, 0.032], [0.319, 0.050, 0.033], [0.115, 0.207, -0.090], [-0.254, -0.057, -0.024], [-0.099, -0.236, 0.109], [-0.419, 0.671, 0.401], [0.949, -1.260, -1.537], [0.122, 0.873, 0.894], [-0.795, 0.217, -0.378], [-0.723, 0.545, -0.178], [-0.534, 0.398, 1.671], [0.430, -0.292, -0.873], [0.603, -0.804, -0.354], [0.049, -0.364, 1.033], [-0.188, 0.247, -0.523], [0.169, -0.047, 0.063], [0.179, -0.052, 0.122], [-0.403, 0.432, 0.048], [0.825, -0.643, -1.899], [-0.320, 0.250, 1.194], [-0.040, 0.056, 0.103], [0.128, -0.015, -0.159], [0.034, -0.135, -0.020], [-0.006, -0.118, 0.096], [-0.046, 0.037, 0.176]], "lowdin_charge": [-0.1669, -0.4005, 0.0640, -0.2666, -0.0634, -0.0638, -0.2993, -0.2501, 0.0950, -0.0537, -0.0451, 0.0806, 0.0961, 0.1040, 0.1058, 0.0948, 0.0416, -0.6815, 0.0397, 1.1211, -0.2796, -0.4193, 0.1114, -0.0786, -0.0699, 0.0096, -0.0670, -0.0697, 0.0030, -0.3996, 0.1300, 0.1259, 0.1232, 0.1043, 0.1035, 0.1205]}

Entry 2:
{"formula": "CH5N2S", "method": "wB97M-V/def2-TZVPD", "multiplicity": 1, "charge": -1, "e_above_lowest_kj_mol": 45.4, "e_homo_ev": -3.1, "symbols": ["S", "H", "N", "C", "N", "H", "H", "H", "H"], "xyz": [[-2.188, -0.887, -1.477], [-2.832, -0.720, -0.313], [0.813, 0.551, -0.809], [0.828, -0.085, 0.399], [1.415, 0.340, 1.466], [0.998, 1.537, -0.736], [-0.072, 0.220, -1.225], [0.204, -0.978, 0.454], [0.833, 0.022, 2.240]], "forces_ev_per_a": [[0.088, -0.008, -0.118], [0.019, 0.048, 0.061], [0.091, -1.435, 0.528], [-0.125, 0.520, 0.931], [-0.528, 0.966, -0.352], [-0.120, 0.059, -0.122], [0.004, 0.561, -0.664], [-0.261, 0.092, -0.479], [0.832, -0.805, 0.214]], "lowdin_charge": [-0.2209, -0.4576, 0.0421, -0.4363, -0.0125, 0.0748, -0.0687, 0.0781, 0.0011]}

Entry 3:
{"formula": "C3H9N", "method": "wB97M-V/def2-TZVPD", "s2": 0.753, "multiplicity": 2, "charge": -1, "e_above_lowest_kj_mol": 70.1, "e_homo_ev": [0.8, -2.8], "symbols": ["C", "H", "H", "H", "H", "C", "C", "N", "H", "H", "H", "H", "H"], "xyz": [[-2.307, 1.010, -1.505], [-3.221, 1.538, -1.242], [-2.368, -0.024, -1.202], [-1.449, 1.497, -1.041], [-2.121, 1.037, -2.586], [1.501, -1.140, 1.818], [1.446, 0.052, -0.161], [2.130, -0.835, 0.580], [1.965, -2.043, 2.241], [0.410, -1.295, 1.722], [1.746, -0.341, 2.559], [1.923, 0.454, -1.050], [0.344, 0.090, -0.134]], "forces_ev_per_a": [[0.366, 0.316, -0.496], [-0.057, 0.027, -0.109], [0.064, -0.221, 0.216], [-0.064, -0.162, 0.209], [-0.289, 0.041, 0.182], [0.823, -0.201, 0.015], [-0.071, 0.141, 0.051], [0.238, 0.074, -0.338], [-0.275, -0.120, 0.014], [-0.099, 0.122, 0.297], [-0.605, 0.033, 0.060], [-0.069, -0.099, -0.160], [0.039, 0.049, 0.060]], "lowdin_charge": [-0.0619, 0.0022, 0.0057, 0.0034, 0.0129, -0.3529, -0.3311, -0.2751, 0.0308, 0.0360, 0.0278, -0.0488, -0.0491]}

Entry 4:
{"formula": "C43H54BF5Ge2I2NO4Rb", "method": "wB97M-V/def2-TZVPD", "multiplicity": 1, "charge": -2, "e_above_lowest_kj_mol": 3.0, "e_homo_ev": -2.0, "symbols": ["Rb", "I", "C", "I", "H", "H", "C", "C", "Ge", "C", "C", "C", "C", "Ge", "C", "C", "C", "C", "C", "C", "C", "C", "C", "C", "H", "H", "H", "H", "H", "H", "H", "H", "H", "H", "H", "H", "H", "H", "H", "H", "H", "H", "H", "H", "H", "H", "H", "H", "H", "H", "C", "C", "C", "C", "C", "C", "C", "C", "C", "C", "C", "C", "N", "C", "C", "C", "C", "C", "C", "F", "H", "H", "H", "H", "H", "H", "H", "H", "H", "H", "H", "H", "H", "H", "H", "H", "H", "H", "H", "H", "H", "F", "B", "F", "F", "F", "O", "C", "O", "C", "C", "C", "C", "O", "C", "O", "C", "C", "H", "H", "H", "H", "H"], "xyz": [[-2.008, 0.903, 0.468], [-6.024, -0.967, -2.919], [-5.519, -0.710, -0.874], [-6.231, 1.086, -0.013], [-4.441, -0.718, -0.796], [-5.947, -1.539, -0.328], [0.355, 0.918, -4.695], [-0.241, 0.091, -3.559], [1.158, -0.620, -2.396], [2.199, 0.862, -1.604], [3.686, 0.814, -1.946], [2.324, -1.943, -3.294], [2.289, -3.060, -2.545], [1.111, -2.608, -0.997], [-0.401, -3.808, -0.707], [-1.361, -3.876, -1.889], [2.205, -2.424, 0.625], [2.485, -3.754, 1.319], [3.040, -4.297, -2.841], [4.272, -4.270, -3.498], [4.959, -5.440, -3.775], [4.431, -6.668, -3.396], [3.214, -6.709, -2.731], [2.532, -5.536, -2.451], [-0.428, 1.331, -5.335], [1.020, 0.322, -5.326], [0.931, 1.762, -4.310], [-0.837, -0.736, -3.947], [-0.896, 0.711, -2.950], [2.064, 0.809, -0.520], [1.751, 1.806, -1.921], [4.146, -0.104, -1.573], [4.228, 1.657, -1.508], [3.851, 0.838, -3.025], [2.912, -1.877, -4.212], [-0.933, -3.469, 0.182], [0.002, -4.799, -0.471], [-1.764, -2.888, -2.121], [-2.214, -4.519, -1.668], [-0.867, -4.254, -2.790], [1.705, -1.741, 1.314], [3.140, -1.933, 0.338], [1.557, -4.238, 1.631], [3.096, -3.613, 2.214], [3.015, -4.449, 0.661], [4.697, -3.314, -3.778], [5.917, -5.395, -4.280], [4.970, -7.583, -3.608], [2.795, -7.660, -2.425], [1.584, -5.572, -1.928], [2.677, 3.748, 3.517], [2.378, 2.681, 2.460], [3.345, 2.841, 1.285], [2.401, 1.284, 3.045], [3.618, 0.653, 3.271], [3.679, -0.628, 3.793], [2.493, -1.288, 4.067], [1.251, -0.702, 3.842], [0.024, -1.534, 4.176], [-0.585, -1.124, 5.519], [-1.058, -1.567, 3.101], [1.189, 0.621, 3.349], [-0.027, 1.240, 3.077], [-0.528, 2.076, 3.983], [-0.031, 2.315, 5.298], [-0.640, 3.191, 6.181], [-1.784, 3.900, 5.838], [-2.314, 3.693, 4.560], [-1.703, 2.825, 3.702], [-2.263, 2.648, 2.457], [2.694, 4.742, 3.062], [3.658, 3.566, 3.967], [1.931, 3.749, 4.309], [1.362, 2.844, 2.092], [4.382, 2.896, 1.628], [3.132, 3.766, 0.745], [3.269, 2.011, 0.583], [4.537, 1.176, 3.029], [4.633, -1.112, 3.963], [2.520, -2.301, 4.457], [0.399, -2.560, 4.288], [-1.000, -0.117, 5.461], [0.164, -1.135, 6.314], [-1.393, -1.808, 5.790], [-1.548, -0.597, 3.061], [-1.802, -2.331, 3.324], [-0.648, -1.796, 2.114], [0.854, 1.771, 5.606], [-0.206, 3.318, 7.168], [-2.261, 4.579, 6.531], [-3.209, 4.203, 4.223], [-5.003, -3.432, 0.580], [-4.039, -2.776, 1.366], [-2.980, -2.342, 0.524], [-3.544, -3.659, 2.324], [-4.608, -1.645, 1.963], [-1.593, 2.678, -1.753], [-2.719, 2.308, -2.163], [-3.307, 1.246, -1.853], [-3.444, 3.246, -3.121], [-4.724, 2.937, -3.561], [-5.426, 3.781, -4.427], [-4.785, 4.930, -4.818], [-5.242, 5.917, -5.672], [-4.249, 6.934, -5.636], [-3.112, 6.441, -4.950], [-3.512, 5.240, -4.384], [-2.810, 4.424, -3.535], [-5.170, 2.018, -3.211], [-6.423, 3.544, -4.769], [-4.647, 7.809, -5.104], [-3.969, 7.195, -6.661], [-1.817, 4.649, -3.176]], "forces_ev_per_a": [[0.282, -0.467, 0.404], [0.002, -0.002, 0.012], [-0.011, -0.075, 0.067], [-0.025, 0.020, -0.011], [-0.006, 0.069, -0.130], [-0.003, -0.011, 0.027], [0.001, 0.026, -0.041], [-0.049, -0.080, 0.010], [0.032, -0.021, 0.058], [-0.058, 0.004, 0.009], [0.014, -0.009, -0.020], [0.029, 0.075, -0.042], [0.005, -0.015, -0.019], [0.048, 0.091, 0.027], [-0.049, -0.051, 0.031], [-0.013, 0.016, -0.051], [-0.002, -0.003, 0.023], [0.018, -0.038, 0.007], [0.016, 0.044, 0.006], [0.014, 0.014, 0.002], [0.004, -0.027, 0.001], [0.022, 0.000, -0.010], [-0.004, -0.026, 0.001], [-0.024, -0.042, 0.004], [-0.018, 0.011, -0.008], [0.014, -0.019, -0.017], [0.016, 0.025, 0.022], [-0.009, -0.015, 0.003], [-0.053, 0.014, 0.034], [-0.049, -0.021, -0.070], [-0.012, 0.015, -0.018], [0.014, -0.029, 0.003], [0.011, 0.009, 0.013], [-0.006, 0.012, -0.020], [0.018, -0.018, -0.019], [-0.035, 0.023, 0.031], [-0.015, -0.005, 0.025], [-0.005, 0.006, 0.009], [-0.003, -0.012, 0.002], [0.006, 0.000, -0.012], [-0.007, 0.022, 0.007], [-0.003, 0.000, -0.007], [-0.018, -0.006, 0.009], [0.012, 0.014, 0.016], [-0.003, -0.010, -0.014], [-0.003, 0.015, 0.001], [0.004, -0.002, -0.002], [0.003, -0.007, -0.002], [-0.001, -0.013, 0.004], [-0.010, 0.002, 0.003], [0.002, 0.002, -0.022], [-0.055, 0.044, -0.043], [0.042, -0.026, 0.014], [0.084, 0.046, -0.050], [0.013, 0.006, 0.018], [-0.015, 0.012, -0.012], [0.017, -0.012, -0.020], [0.013, -0.071, 0.027], [0.041, -0.053, 0.049], [-0.029, 0.010, -0.031], [0.013, 0.028, 0.037], [-0.024, -0.066, -0.019], [-0.130, 0.081, -0.145], [-0.020, 0.023, 0.058], [0.086, -0.009, -0.008], [-0.023, 0.053, 0.017], [0.005, -0.013, 0.009], [-0.040, 0.023, -0.020], [0.011, -0.080, -0.070], [-0.040, 0.243, 0.285], [-0.007, 0.028, -0.004], [0.020, 0.006, 0.009], [-0.019, -0.026, 0.021], [0.033, -0.011, 0.016], [0.035, -0.013, 0.009], [-0.001, 0.034, -0.019], [0.002, 0.070, 0.069], [0.027, 0.009, -0.006], [0.021, -0.004, 0.010], [0.008, -0.020, 0.003], [-0.036, 0.023, 0.017], [0.004, -0.016, 0.006], [0.015, 0.000, 0.015], [-0.013, -0.011, 0.005], [-0.071, -0.064, -0.089], [-0.024, -0.022, 0.004], [0.034, 0.034, -0.032], [0.005, 0.011, 0.011], [0.004, 0.003, 0.013], [-0.004, 0.011, 0.008], [-0.003, 0.005, 0.010], [-0.152, -0.052, -0.142], [0.024, -0.084, -0.104], [0.175, 0.180, -0.152], [0.086, -0.108, 0.181], [-0.086, 0.195, 0.113], [0.073, 0.019, -0.012], [-0.013, 0.099, -0.065], [-0.183, -0.061, -0.308], [-0.008, 0.023, -0.002], [0.037, 0.023, -0.007], [0.017, 0.013, 0.005], [0.007, 0.025, 0.024], [0.042, -0.066, -0.020], [-0.013, 0.075, -0.022], [0.017, -0.068, -0.039], [-0.022, 0.014, 0.025], [-0.069, -0.018, -0.027], [-0.004, -0.018, 0.014], [-0.027, -0.003, -0.012], [0.011, -0.016, -0.016], [-0.020, 0.032, 0.054], [0.038, 0.006, 0.010]], "lowdin_charge": [0.8170, 0.7069, -1.1741, 0.7602, -0.0643, -0.0502, -0.1740, -0.3543, 0.8786, -0.3618, -0.1848, -0.2273, -0.3572, 0.8987, -0.3679, -0.1710, -0.3532, -0.1702, -0.2356, -0.0463, -0.1018, -0.1154, -0.0938, -0.0420, 0.0649, 0.0559, 0.0594, 0.0627, 0.0266, 0.0382, 0.0643, 0.0602, 0.0538, 0.0599, 0.0512, 0.0459, 0.0499, 0.0623, 0.0716, 0.0588, 0.0406, 0.0609, 0.0645, 0.0524, 0.0574, 0.1041, 0.0932, 0.0898, 0.0969, 0.0962, -0.0569, -0.3626, -0.0723, -0.1413, -0.0590, -0.1078, -0.0790, -0.1490, -0.3577, -0.0528, -0.0618, -0.2057, 0.0473, -0.2874, -0.0709, -0.1406, -0.1500, -0.0536, -0.2157, -0.1050, 0.0727, 0.0751, 0.0607, 0.1282, 0.0693, 0.0800, 0.0444, 0.0994, 0.0865, 0.1018, 0.1211, 0.0666, 0.0757, 0.0766, 0.0529, 0.0780, 0.0688, 0.1082, 0.0871, 0.0733, 0.1078, 0.0884, -1.2987, 0.0628, 0.1067, 0.0939, -0.1216, -0.7223, -0.2331, -0.1111, -0.0254, 0.0114, -0.2214, 0.0084, -0.1715, 0.0126, -0.2010, 0.0710, 0.0446, 0.1130, 0.1295, 0.1281, 0.1255]}

Q: Which max |F| values were calculated for the entries above? A: 5.64; 1.53; 0.85; 0.68, in eV/Å.
Q: Which E_tot values were calculated for the entries above? A: -1604.6525; -548.8296; -174.3619; -7324.5136, in Eh.